C25H52BN5O7P | wB97M-V/def2-TZVPD

```
91
Properties=species:S:1:pos:R:3:forces:R:3:lowdin_charge:R:1
C -1.10916 -4.71088 -2.93094 0.1 0.7 0.8 -0.147
C -0.09655 -3.53293 -2.75853 -0.6 -0.8 0.2 -0.426
P -1.12281 -2.00602 -2.85685 -0.2 -0.5 -0.6 1.062
C -2.15231 -2.08859 -1.29369 0.4 0.5 -0.8 -0.215
C -0.19875 -0.40394 -2.64487 -0.3 0.2 0.4 -0.192
C -0.98091 0.75151 -2.82453 -1.1 -0.2 0.5 -0.036
C -2.46918 0.64796 -3.14513 0.1 -0.6 -1.4 -0.471
O -2.78655 0.17941 -4.21829 0.0 0.6 1.1 0.121
O -3.31652 1.09889 -2.20145 0.5 -0.5 -0.4 0.173
B -4.66659 0.59692 -2.28013 -0.8 -0.5 0.5 -0.560
C -5.21844 -0.27270 -1.08709 0.4 0.2 -0.6 0.033
O -5.50587 0.88036 -3.31791 0.2 0.6 0.6 0.191
C -0.46530 2.02333 -2.69477 -0.7 0.7 -0.1 -0.115
C -1.24535 3.31634 -2.83861 0.4 -0.1 -0.1 -0.101
C -2.11383 3.40590 -4.08999 -0.4 0.5 -0.4 -0.095
C -1.30858 3.14594 -5.37686 0.1 0.4 -0.2 -0.483
N -1.91400 2.32554 -6.35919 0.2 0.6 1.1 0.146
O -0.22174 3.66323 -5.52479 -0.3 -0.7 0.3 0.086
C 0.85269 2.12889 -2.40237 0.1 0.7 -0.1 0.027
N 1.62485 1.06509 -2.22789 0.8 0.0 0.5 0.028
C 3.04877 1.36331 -1.93194 0.7 0.0 -0.2 -0.085
C 3.89431 1.29000 -3.21448 -0.4 1.1 -0.5 -0.208
N 3.91191 2.61620 -3.89259 -0.5 -0.4 0.1 0.020
C 1.13544 -0.18923 -2.32119 0.4 -0.9 0.3 -0.145
C 2.04886 -1.35984 -2.07173 0.7 0.3 -0.6 -0.092
C 2.55271 -1.97289 -3.40884 0.5 -0.7 0.9 -0.227
O 3.05899 -3.28271 -3.17558 -0.4 0.0 -0.2 -0.051
H -0.55482 -5.64752 -2.90047 -0.1 0.0 -0.3 0.081
H -1.75306 -4.72110 -2.04691 -0.2 -0.1 -0.2 0.056
H -1.72525 -4.59741 -3.82140 0.1 -0.2 -0.1 0.071
H 0.60643 -3.64956 -3.57807 0.2 0.4 0.2 0.062
H 0.37863 -3.71765 -1.79315 0.3 0.2 -0.2 0.076
H -1.89473 -2.96783 -0.70849 0.0 0.2 0.2 0.042
H -3.18065 -2.12755 -1.64551 -0.1 -0.2 0.2 0.033
H -2.01932 -1.15857 -0.73938 0.0 -0.2 0.3 0.042
H -5.82367 -1.08176 -1.50516 0.0 0.0 0.1 0.087
H -4.44517 -0.66522 -0.43130 -0.2 0.0 0.2 0.039
H -5.90877 0.37829 -0.53755 0.1 -0.1 0.1 0.086
H -5.71909 1.81978 -3.37217 0.1 0.0 -0.5 0.128
H -0.50588 4.11742 -2.91561 -0.1 0.0 0.0 0.122
H -1.79597 3.50362 -1.91331 -0.3 -0.1 -0.2 0.138
H -3.01282 2.78991 -4.07053 0.2 0.0 0.1 0.094
H -2.47871 4.43809 -4.14739 0.1 -0.1 0.0 0.139
H -1.45329 1.42115 -6.35937 0.0 0.0 -0.5 0.104
H -2.89064 2.21375 -6.11643 0.0 -0.5 -0.1 0.083
H 1.28551 3.11076 -2.28819 0.3 -0.1 0.0 0.149
H 3.09786 2.38572 -1.55799 -0.1 0.0 0.0 0.130
H 3.42889 0.74834 -1.12129 -0.2 -0.2 -0.1 0.125
H 4.93310 1.02508 -3.01812 -0.2 -0.3 0.2 0.121
H 3.43100 0.59558 -3.91497 0.3 -0.4 0.3 0.096
H 3.62038 2.49653 -4.85674 0.3 0.1 -0.1 0.076
H 3.19922 3.22588 -3.50829 0.1 0.1 0.1 0.046
H 2.95970 -1.08989 -1.53620 -0.2 0.2 0.1 0.113
H 1.56777 -2.10719 -1.44590 -0.3 0.0 -0.3 0.111
H 1.75870 -2.04135 -4.15129 0.1 0.1 -0.1 0.115
H 3.40194 -1.39791 -3.78076 -0.4 0.3 -0.2 0.105
H 3.32814 -3.36435 -2.25655 0.1 -0.1 0.0 0.092
C -2.25421 -0.76296 4.95523 -0.1 0.2 0.1 -0.063
C -1.05601 -0.73988 4.01215 -0.2 -0.3 0.1 -0.434
C -1.44187 -0.79561 2.52600 0.3 0.2 -0.1 -0.216
O -1.82700 -2.07725 2.06103 -0.2 0.2 -0.1 -0.212
C -3.17923 -2.41944 2.32017 0.1 -0.3 0.0 -0.100
N -0.14053 -1.82432 4.37762 0.1 0.1 -0.3 0.047
H -2.69287 -1.75678 5.04230 0.0 0.0 -0.1 0.068
H -1.94953 -0.46002 5.95645 0.0 0.0 0.0 0.079
H -3.03246 -0.07315 4.62118 0.0 0.0 0.0 0.080
H -0.53574 0.21019 4.17340 0.0 0.0 -0.1 0.130
H -0.55419 -0.52980 1.94122 0.0 -0.1 0.0 0.113
H -2.21320 -0.05157 2.28333 -0.1 0.0 0.1 0.118
H -3.83848 -1.54855 2.26240 0.0 0.0 0.1 0.090
H -3.27909 -2.89980 3.29471 -0.1 0.1 0.0 0.080
H -3.49014 -3.14199 1.56417 0.0 0.0 0.0 0.084
H 0.70032 -1.74677 3.80946 0.1 0.0 0.2 0.064
H -0.56299 -2.69665 4.06978 0.0 0.0 0.2 0.071
C 4.41493 0.00088 6.20395 0.2 -0.1 0.0 -0.068
C 3.83603 1.07307 5.28708 -0.1 -0.2 0.3 -0.432
C 3.24743 2.27662 6.03862 0.0 0.2 -0.2 -0.212
O 1.98060 2.04064 6.62171 0.1 0.0 0.1 -0.194
C 2.00997 1.39632 7.88495 -0.2 -0.1 -0.1 -0.099
N 2.84643 0.45364 4.39842 -0.2 0.2 -0.2 0.034
H 3.63930 -0.59630 6.68271 -0.1 0.1 0.0 0.067
H 5.03975 -0.68621 5.63292 0.0 0.0 0.0 0.076
H 5.03581 0.44490 6.98419 0.0 0.0 0.0 0.081
H 4.65827 1.44926 4.67056 -0.1 0.1 0.0 0.133
H 3.08680 3.08007 5.31339 -0.1 0.0 0.0 0.119
H 3.95140 2.66448 6.78522 0.0 -0.1 0.1 0.122
H 2.87712 1.70096 8.47675 0.0 0.0 0.0 0.092
H 1.99874 0.31051 7.76856 0.1 0.0 0.1 0.077
H 1.10592 1.68070 8.42276 0.0 0.1 0.0 0.088
H 2.52907 1.14855 3.72713 0.1 0.0 0.0 0.064
H 2.01807 0.26214 4.95914 0.1 -0.1 0.0 0.055
```
Positions in Å, forces in eV/Å.

LUMO level = -3.93 eV
Frontier orbital gap = 7.10 eV
HOMO energy = -11.03 eV
Total charge = +1

C3H9NO2 | wB97M-V/def2-TZVPD

```
15
Properties=species:S:1:pos:R:3:forces:R:3:nbo_charge:R:1
C 0.09392 1.40245 1.55310 -0.5 0.8 -1.2 -0.599
C 1.06618 0.33258 1.04290 -0.4 0.7 0.6 -0.501
C 0.41211 -0.53148 0.00390 0.6 -1.4 0.8 0.684
N 0.92513 -0.47842 -1.26448 -0.5 0.3 1.0 -0.809
O -0.39309 -1.38391 0.35186 -0.3 0.2 -0.6 -0.644
H -0.81473 0.96448 1.95800 0.1 -0.2 0.2 0.224
H 0.50287 2.13545 2.24343 0.3 -0.3 0.3 0.216
H -0.25295 2.01425 0.70603 0.0 -0.1 0.1 0.198
H 1.27429 -0.27991 1.91886 0.4 -0.3 -0.3 0.239
H 1.98472 0.75380 0.63879 0.1 0.2 0.2 0.205
H 1.26485 0.44204 -1.49339 0.1 -0.2 -0.7 0.389
H 0.34312 -0.99939 -1.90082 0.2 0.4 -0.6 0.408
O -1.97562 -1.21881 -2.22689 -0.3 -0.5 0.4 -0.959
H -2.88658 -1.48362 -2.04570 -0.1 0.3 -0.4 0.470
H -1.54423 -1.66951 -1.48558 0.3 0.2 0.2 0.480
```
Positions in Å, forces in eV/Å.

LUMO level = 0.85 eV
ΔE to the lowest compared entry with this formula, charge and spin = 7.7 kcal/mol
Frontier orbital gap = 10.88 eV
HOMO energy = -10.03 eV
Total charge = 0

C10H10NO2 | wB97M-V/def2-TZVPD

```
23
Properties=species:S:1:pos:R:3:forces:R:3:nbo_charge:R:1
C 2.53865 -2.13814 0.55170 -1.2 0.7 0.1 -0.127
C 1.58210 -2.13581 1.53107 -0.4 0.5 1.3 -0.209
C 2.35024 -1.46590 -0.62776 -3.6 1.0 2.6 -0.196
C 0.50631 -1.29034 1.35893 -0.9 -0.7 2.8 -0.101
C 1.20566 -0.69532 -0.82128 0.1 -0.2 -2.8 -0.133
C -2.46193 1.89650 0.32975 -0.9 0.1 -0.9 0.254
C 0.27754 -0.53713 0.20294 0.6 -1.3 0.9 -0.273
C -0.83391 0.28842 0.33397 -3.8 1.9 2.8 0.337
C -2.15286 0.37596 1.97075 3.1 -0.4 -4.7 0.624
C -1.04332 1.99421 -1.56018 0.5 -3.0 2.9 -0.357
N -1.47432 1.23162 -0.32805 0.0 0.3 0.5 -0.339
O -2.74635 1.50855 1.55472 0.2 -1.2 1.4 -0.396
O -1.83172 0.07067 3.19953 -1.2 1.3 0.0 -0.636
H 3.45768 -2.56084 0.65899 2.3 -1.6 0.6 0.222
H 1.67187 -2.59278 2.54054 0.2 0.0 -1.1 0.242
H 3.09419 -1.58896 -1.26588 2.8 -0.1 -3.4 0.223
H -0.15941 -1.25305 2.29392 0.8 0.3 -1.9 0.232
H 0.99078 -0.37841 -1.88420 0.3 0.2 1.5 0.226
H -3.27954 2.24783 -0.29335 0.1 0.4 0.5 0.210
H -1.67942 2.75164 -1.73613 -2.0 2.7 -0.4 0.227
H -0.10146 2.24045 -1.24558 2.5 1.4 0.0 0.225
H -1.00716 1.33504 -2.32463 0.1 -2.0 -2.6 0.219
H -2.40349 0.59420 3.81164 0.5 -0.3 0.0 0.527
```
Positions in Å, forces in eV/Å.

LUMO level (spin up / spin down) = -4.38 / -4.84 eV
ΔE to the lowest compared entry with this formula, charge and spin = 83.8 kcal/mol
Frontier orbital gap (spin up / spin down) = 7.22 / 6.84 eV
HOMO energy (spin up / spin down) = -11.60 / -11.68 eV
Total charge = +1

C29H75As3O4PS2SbSi3Ti | wB97M-V/def2-TZVPD

```
119
Properties=species:S:1:pos:R:3:forces:R:3:lowdin_spin:R:1
Ti -0.74771 0.22959 0.22305 0.4 0.5 1.2 0.859
C 1.43313 -3.03700 0.07897 0.0 0.0 0.0 0.001
As 1.59228 -1.17941 0.62992 0.1 0.1 0.0 0.011
C 3.12595 -0.66334 -0.46241 -0.1 0.0 0.0 0.000
C 2.47591 -1.22075 2.38169 0.0 0.0 -0.1 0.005
C 1.73846 -1.73712 3.62075 -0.1 0.0 0.1 0.000
C 1.42252 -3.22869 3.51918 0.0 0.1 0.0 0.000
C 0.44427 -0.94189 3.90685 0.1 0.0 0.0 -0.001
As -1.10477 -0.96072 2.69991 -0.2 0.2 0.0 0.010
C -2.35266 -0.07698 3.90969 0.1 -0.1 0.0 0.009
C -1.84852 -2.76302 2.72282 0.0 0.1 0.0 -0.001
C 2.64578 -1.46822 4.84121 0.0 -0.1 0.0 0.000
As 4.46894 -2.25251 5.19700 0.0 -0.1 0.0 0.000
C 5.12022 -3.03107 3.50331 0.0 0.1 0.0 0.000
C 3.88785 -3.93815 6.01376 0.0 0.0 0.0 0.000
H 0.52768 -3.49200 0.47344 0.0 0.0 0.0 0.000
H 2.30000 -3.60634 0.41126 0.0 0.0 0.0 0.000
H 1.39273 -3.05969 -1.01011 0.0 0.0 0.1 0.000
H 3.90102 -1.42773 -0.40568 0.0 0.0 0.0 0.000
H 3.54313 0.27559 -0.09913 0.0 0.0 0.0 0.000
H 2.81561 -0.54251 -1.50056 0.0 0.0 0.0 0.000
H 2.80724 -0.19351 2.55991 0.0 0.0 0.0 0.000
H 3.37492 -1.81337 2.22147 0.0 0.0 0.0 0.000
H 0.73067 -3.44860 2.70748 0.0 0.0 0.0 0.000
H 0.97071 -3.58253 4.44756 0.0 0.0 0.0 0.000
H 2.32738 -3.80897 3.35563 0.0 0.0 0.0 0.000
H 0.67482 0.12429 4.00938 0.0 0.0 0.0 0.000
H 0.04890 -1.26318 4.87413 0.0 0.0 0.0 0.000
H -2.52968 -0.70575 4.78224 0.0 0.0 0.0 0.001
H -3.29813 0.12784 3.41254 0.0 0.0 0.0 0.000
H -1.90432 0.85834 4.23887 0.0 0.0 0.0 0.000
H -1.72799 -3.21798 3.70429 0.0 0.1 0.0 0.000
H -1.38165 -3.40074 1.97560 0.0 0.0 0.0 0.000
H -2.91386 -2.68689 2.50348 0.0 0.0 0.0 0.000
H 2.10264 -1.78118 5.73899 0.0 0.0 0.0 0.000
H 2.77752 -0.38680 4.93714 0.1 0.0 0.0 0.000
H 5.48833 -2.25252 2.83533 0.0 0.0 0.0 0.000
H 4.41177 -3.67409 2.98355 0.0 0.0 0.0 0.000
H 5.97661 -3.64403 3.78567 0.0 0.0 0.0 0.000
H 3.36699 -3.71971 6.94529 0.0 0.0 0.0 0.000
H 4.77511 -4.52063 6.25831 0.0 0.0 0.0 0.000
H 3.24417 -4.53410 5.36896 0.0 0.0 0.0 0.000
S -1.88610 -1.62537 -0.54347 -0.5 -1.0 -0.2 -0.002
C -0.81401 -0.86082 -1.47486 -0.1 0.3 -0.8 0.049
C -3.72007 3.35507 -1.61508 0.1 0.0 0.0 0.000
S -3.40503 1.64474 -1.22036 -0.6 0.1 0.0 0.004
C -4.49947 1.49057 0.18392 0.0 -0.1 0.0 0.003
O -1.99359 1.64772 -0.63179 0.4 -0.1 0.2 0.021
H -3.40756 3.96216 -0.76529 0.0 0.0 0.0 0.000
H -4.78409 3.47417 -1.81954 0.0 -0.1 0.0 0.000
H -3.15320 3.60283 -2.50972 0.0 0.0 0.0 0.000
H -5.52641 1.48703 -0.18203 0.0 0.0 0.0 0.000
H -4.33319 2.30556 0.88540 0.0 0.0 0.0 0.000
H -4.28023 0.52850 0.64786 0.0 0.0 0.0 0.002
C -0.38330 3.74539 5.69846 0.0 0.0 0.0 0.000
C -1.31535 3.75352 4.51597 0.0 0.0 0.1 0.000
O -0.60908 3.17195 3.37486 -0.1 0.0 0.0 0.001
P -1.46073 2.76885 2.07046 0.3 0.1 -0.1 0.005
O -0.11146 1.99052 1.30085 0.0 -0.1 -0.1 0.000
C 1.29770 2.25635 1.60696 0.1 0.1 0.1 0.001
C 1.74823 3.63066 1.18219 0.0 0.0 0.0 0.000
O -1.66330 4.12857 1.25953 0.0 -0.1 0.1 0.001
C -1.01055 5.42338 1.40570 -0.1 0.1 0.0 0.000
C -2.07034 6.49095 1.51304 0.0 0.0 0.0 0.000
H -0.88370 4.18661 6.55982 0.0 0.0 0.0 0.000
H 0.51261 4.32832 5.48809 0.0 0.0 0.0 0.000
H -0.09285 2.72666 5.95545 0.0 0.0 0.0 0.000
H -1.62058 4.76755 4.25470 0.0 0.0 0.0 0.000
H -2.21507 3.16362 4.70964 0.0 0.0 0.0 0.000
H 1.84946 1.49096 1.06184 0.0 0.0 0.0 0.000
H 1.44642 2.10687 2.67499 0.0 0.0 0.0 0.000
H 1.51141 3.81470 0.13449 0.0 0.0 0.0 0.000
H 2.82895 3.70523 1.30822 0.0 0.0 0.0 0.000
H 1.29451 4.40177 1.79936 0.1 -0.1 0.0 0.000
H -0.38320 5.56367 0.52645 0.0 0.0 0.0 0.000
H -0.37619 5.40440 2.29079 0.0 0.0 0.0 0.000
H -2.68734 6.52151 0.61532 0.0 0.0 0.0 0.000
H -1.59616 7.46507 1.63111 0.0 0.0 0.0 0.000
H -2.71252 6.31655 2.37632 0.0 0.0 0.0 0.000
C -4.05571 0.05143 -4.43318 0.1 -0.1 0.0 0.000
Si -2.74203 -1.16605 -4.94794 -0.1 0.1 -0.1 0.002
C -3.27860 -2.93019 -4.70761 0.0 0.1 0.0 0.000
C -2.10982 -0.77440 -6.65843 -0.1 0.0 0.1 0.001
Sb -0.50098 -0.88623 -3.56659 0.1 -0.2 -0.3 0.004
Si 0.80911 -3.12036 -4.17969 0.0 0.0 0.1 0.001
C 2.59727 -2.91509 -3.70326 -0.1 0.0 0.0 0.000
C 0.59675 -3.30593 -6.01406 0.0 0.0 0.1 0.000
C -0.08085 -4.44209 -3.21275 0.0 0.1 -0.1 0.000
Si 0.70931 1.40244 -3.93055 0.1 0.0 0.0 0.001
C 2.16037 1.08208 -5.04888 -0.1 0.0 0.0 0.000
C -0.55773 2.54700 -4.67242 0.0 0.0 0.0 0.000
C 1.23119 1.99271 -2.22419 0.1 0.0 0.0 0.004
H -4.85107 -0.02952 -5.18044 0.0 0.0 0.0 0.000
H -3.70421 1.08416 -4.43663 0.0 0.0 0.0 0.000
H -4.48439 -0.18656 -3.46002 0.0 0.0 0.0 0.000
H -4.26319 -3.04324 -5.17060 0.0 0.0 0.0 0.000
H -3.38027 -3.20272 -3.65576 0.0 0.0 0.0 0.000
H -2.60795 -3.64281 -5.18831 0.0 0.0 0.0 0.000
H -2.83140 -1.17260 -7.37849 0.0 0.0 0.0 0.000
H -1.14195 -1.21127 -6.89943 0.0 0.0 0.0 0.000
H -2.05339 0.30252 -6.82800 0.0 0.0 0.0 0.000
H 3.08740 -2.09836 -4.23418 0.0 0.0 0.0 0.000
H 3.11061 -3.83741 -3.99351 0.0 0.0 0.0 0.000
H 2.75234 -2.78225 -2.63259 0.0 0.0 0.0 0.000
H 1.07136 -2.50826 -6.58681 0.0 0.0 0.0 0.000
H -0.44275 -3.39996 -6.32555 0.0 0.0 0.0 0.000
H 1.10248 -4.23939 -6.28303 0.0 0.0 0.0 0.000
H -0.22890 -4.19761 -2.16105 0.0 0.0 0.0 0.000
H 0.51859 -5.35599 -3.25841 0.0 0.0 0.0 0.000
H -1.05536 -4.67155 -3.64575 0.0 0.0 0.0 0.000
H 1.85521 0.71612 -6.03081 0.0 0.0 0.0 0.000
H 2.86924 0.37358 -4.61856 0.0 0.0 0.0 0.000
H 2.69183 2.02505 -5.20516 0.0 0.0 0.0 0.000
H -1.08669 2.12112 -5.52566 0.0 0.0 0.0 0.000
H -0.04570 3.44919 -5.01814 0.0 0.0 0.0 0.000
H -1.29048 2.85233 -3.92421 0.0 0.0 0.0 0.000
H 2.28020 1.76513 -2.02288 -0.1 -0.1 0.0 0.000
H 0.62499 1.58476 -1.40738 0.1 0.1 -0.2 0.003
H 1.12656 3.08047 -2.19947 0.0 0.0 0.0 0.000
```
Positions in Å, forces in eV/Å.

LUMO level (spin up / spin down) = -8.65 / -8.87 eV
⟨S²⟩ = 0.76
Multiplicity = 2
Frontier orbital gap (spin up / spin down) = 5.29 / 5.08 eV
HOMO energy (spin up / spin down) = -13.95 / -13.95 eV
Total charge = +3

C5HF2ORu | wB97M-V/def2-TZVPD

```
10
Properties=species:S:1:pos:R:3:forces:R:3:lowdin_spin:R:1
C 2.72322 1.53435 2.68023 5.7 2.8 -2.0 0.476
C 1.61461 1.07604 3.26320 -4.7 -4.1 6.5 0.316
F 1.30737 0.48673 4.33933 0.6 1.9 -2.9 0.161
O 0.94911 0.54983 2.02685 -1.0 -0.5 -0.2 0.049
C 0.30633 0.19190 1.13401 0.2 0.3 0.1 0.110
C -1.89072 -0.58896 -2.55588 -0.1 1.6 2.5 0.163
C -1.28389 -1.23512 -3.39798 2.2 -2.4 -3.4 0.211
H -2.82940 -0.19129 -2.17726 -0.4 -0.1 -0.2 0.013
F -0.56890 -1.84930 -4.19961 -1.3 1.0 1.3 0.081
Ru -0.32774 0.02582 -1.11290 -1.1 -0.6 -1.7 3.421
```
Positions in Å, forces in eV/Å.

LUMO level (spin up / spin down) = -23.18 / -24.17 eV
⟨S²⟩ = 8.78
Multiplicity = 6
Frontier orbital gap (spin up / spin down) = 4.62 / 3.50 eV
HOMO energy (spin up / spin down) = -27.81 / -27.67 eV
Total charge = +4